A molecular structure, C30H27N6OS2Ti, computed with ωB97M-V/def2-TZVPD.

Last column: natural (NBO) charge in e.
Cartesian coordinates (Å):
Ti (-0.3097, -0.0640, 0.1511)  1.612
O (-1.3584, -3.5750, -0.9987)  -0.533
C (-1.0584, -2.4032, -0.9246)  0.638
N (-0.0536, -1.8989, -0.1385)  -0.746
C (0.1912, -2.6284, 1.0989)  -0.285
C (-0.5115, -1.8728, 2.2124)  0.244
C (-0.5639, -2.3051, 3.5279)  -0.219
C (-1.2677, -1.5524, 4.4591)  -0.105
C (-1.9416, -0.4112, 4.0379)  -0.228
C (-1.8268, -0.0254, 2.7169)  0.062
N (-1.1105, -0.7286, 1.8278)  -0.561
C (-1.8548, -1.3283, -1.6267)  0.110
C (-2.6389, -1.5464, -2.7472)  -0.178
C (-3.4300, -0.5117, -3.2307)  -0.117
C (-3.4526, 0.7000, -2.5444)  -0.214
C (-2.6640, 0.8447, -1.4201)  0.069
N (-1.8700, -0.1379, -0.9702)  -0.538
H (1.2670, -2.7151, 1.3107)  0.232
H (-0.2230, -3.6478, 1.0227)  0.278
H (-0.0678, -3.2162, 3.8173)  0.249
H (-1.3134, -1.8523, 5.4929)  0.249
H (-2.5460, 0.1603, 4.7239)  0.252
H (-2.3268, 0.8666, 2.3341)  0.212
H (-2.6228, -2.5102, -3.2287)  0.264
H (-4.0286, -0.6427, -4.1168)  0.251
H (-4.0860, 1.5080, -2.8718)  0.253
H (-2.6531, 1.7691, -0.8392)  0.217
S (2.3080, 2.7324, -0.5384)  0.007
C (1.6354, 1.6119, -1.4817)  0.030
N (3.3519, 1.8251, 4.5797)  -0.732
C (2.6266, 1.4980, 3.5107)  0.278
C (2.9844, 0.4203, 2.6705)  -0.293
C (2.1718, 0.0773, 1.6230)  0.072
N (1.0253, 0.7234, 1.3390)  -0.622
C (0.7091, 1.7956, 2.0878)  0.086
C (1.4582, 2.2101, 3.1569)  -0.290
H (4.1823, 1.3102, 4.8219)  0.417
H (3.0647, 2.5734, 5.1897)  0.416
H (3.8979, -0.1206, 2.8604)  0.241
H (2.4424, -0.7412, 0.9538)  0.218
H (-0.1825, 2.3496, 1.7787)  0.211
H (1.1709, 3.0799, 3.7238)  0.241
N (0.5674, 0.8880, -1.4064)  -0.929
S (2.6889, 1.3787, -3.1602)  0.763
C (2.0513, -0.1112, -3.9501)  -0.231
C (1.6457, -1.2191, -3.2131)  -0.266
C (1.1122, -2.3092, -3.8862)  -0.140
C (1.0550, -2.3231, -5.2709)  -0.188
C (1.5447, -1.2454, -5.9936)  -0.182
C (2.0317, -0.1301, -5.3373)  -0.191
C (1.7904, 2.6926, -4.0110)  -0.223
C (2.4168, 3.9279, -4.0654)  -0.187
C (1.7440, 4.9970, -4.6353)  -0.185
C (0.4689, 4.8192, -5.1494)  -0.163
C (-0.1321, 3.5702, -5.1143)  -0.211
C (0.5217, 2.4963, -4.5344)  -0.173
H (0.3392, 0.3858, -2.2704)  0.400
H (1.7585, -1.2683, -2.1325)  0.236
H (0.7531, -3.1531, -3.3177)  0.227
H (0.6477, -3.1819, -5.7826)  0.240
H (1.5550, -1.2633, -7.0708)  0.243
H (2.3986, 0.7211, -5.8892)  0.242
H (3.4139, 4.0543, -3.6733)  0.243
H (2.2205, 5.9643, -4.6764)  0.242
H (-0.0582, 5.6516, -5.5872)  0.239
H (-1.1135, 3.4252, -5.5399)  0.231
H (0.0488, 1.5246, -4.5255)  0.216

Properties
- charge = +2
- molar mass (g/mol) = 599.6
- E_tot (eV) = -87309.963
- ⟨S²⟩ = 0.76
- E_HOMO (alpha / beta) (Ha) = -0.4691 / -0.5049
- Kohn-Sham gap (alpha / beta) (hartree) = 0.25933 / 0.28838
- 2S+1 = 2

A molecular structure, C30H27N8O3Ru, computed with ωB97M-V/def2-TZVPD.

Last column: natural (NBO) charge in e.
Cartesian coordinates (Å):
Ru (-1.0197, 0.3500, 0.0084)  1.001
O (-1.8143, 0.4720, 4.0527)  -0.660
C (-1.8791, 0.5871, 2.8284)  0.599
N (-0.8123, 0.8244, 2.0353)  -0.619
C (0.4651, 0.9092, 2.6789)  -0.258
C (1.5137, 1.3348, 1.6924)  0.266
C (2.8409, 1.4820, 2.0671)  -0.270
C (3.7647, 1.9134, 1.1232)  -0.151
C (3.3148, 2.2137, -0.1574)  -0.259
C (1.9756, 2.0336, -0.4502)  0.096
N (1.1008, 1.5874, 0.4479)  -0.459
C (-3.1615, 0.4816, 2.0846)  0.158
C (-4.2809, -0.1050, 2.6603)  -0.217
C (-5.4404, -0.2214, 1.9185)  -0.128
C (-5.4647, 0.3231, 0.6297)  -0.253
C (-4.3090, 0.8847, 0.1228)  0.060
N (-3.1692, 0.9315, 0.8083)  -0.411
H (0.7411, -0.0609, 3.1255)  0.206
H (0.4198, 1.6296, 3.5114)  0.226
H (3.1395, 1.2666, 3.0822)  0.225
H (4.8107, 2.0088, 1.3765)  0.220
H (3.9882, 2.5745, -0.9183)  0.224
H (1.5883, 2.2459, -1.4387)  0.208
H (-4.2002, -0.4764, 3.6700)  0.261
H (-6.3018, -0.7308, 2.3201)  0.234
H (-6.3618, 0.2943, 0.0321)  0.228
H (-4.2876, 1.3212, -0.8701)  0.207
C (-1.5979, 4.5212, -1.2040)  -0.273
C (-1.5568, 4.4351, -2.6138)  -0.141
C (-1.2946, 3.2204, -3.1946)  -0.246
C (-1.1063, 2.0760, -2.4034)  0.218
N (-1.1689, 2.1837, -1.0243)  -0.406
C (-1.3994, 3.3770, -0.4720)  0.075
C (-0.8819, 0.7444, -2.8912)  -0.081
C (-0.8649, 0.3694, -4.2477)  -0.188
C (-0.6748, -0.9453, -4.6156)  -0.243
C (-0.5092, -1.9302, -3.6528)  -0.170
C (-0.5148, -1.5792, -2.3054)  -0.250
C (-0.7155, -0.2713, -1.9110)  -0.166
H (-1.7804, 5.4661, -0.7162)  0.229
H (-1.7401, 5.3102, -3.2171)  0.222
H (-1.2455, 3.1294, -4.2684)  0.224
H (-1.4323, 3.4038, 0.6126)  0.228
H (-1.0039, 1.1176, -5.0134)  0.196
H (-0.6421, -1.2128, -5.6626)  0.211
H (-0.3687, -2.9617, -3.9389)  0.207
H (-0.3637, -2.3631, -1.5707)  0.213
O (2.3850, -0.5435, -1.4044)  -0.594
C (2.2179, -1.3482, -0.5309)  0.798
O (1.2873, -1.2266, 0.4080)  -0.701
C (3.0622, -2.6258, -0.3704)  -0.178
N (2.7237, -3.2416, 0.9148)  -0.656
C (3.8274, -2.9861, 1.8523)  -0.225
C (4.6741, -1.8962, 1.1904)  -0.426
C (4.5402, -2.2373, -0.2919)  -0.406
H (2.8343, -3.2724, -1.2211)  0.236
H (2.5364, -4.2325, 0.8336)  0.389
H (1.3893, -2.0202, 0.9998)  0.530
H (4.4351, -3.8837, 2.0127)  0.186
H (3.4225, -2.6754, 2.8180)  0.202
H (5.7047, -1.9118, 1.5361)  0.224
H (4.2528, -0.9082, 1.3858)  0.212
H (5.1730, -3.0876, -0.5495)  0.207
H (4.7659, -1.4062, -0.9553)  0.241
N (-4.6686, -4.0756, 2.7344)  -0.456
C (-3.9125, -3.6366, 1.9840)  0.441
N (-3.0952, -3.2119, 1.0906)  -0.650
C (-2.3371, -2.2598, 0.8840)  0.643
N (-1.5178, -1.4782, 0.5473)  -0.610

Properties
- charge = 0
- molar mass (g/mol) = 648.7
- E_tot (eV) = -52193.160
- ⟨S²⟩ = 0.81
- E_HOMO (alpha / beta) (Ha) = -0.2863 / -0.2840
- Kohn-Sham gap (alpha / beta) (hartree) = 0.26160 / 0.27155
- 2S+1 = 2

A molecular structure, C30H27NP2Pd, computed with ωB97M-V/def2-TZVPD.

Last column: natural (NBO) charge in e.
Cartesian coordinates (Å):
Pd (-0.9401, -0.7129, 0.8854)  0.336
C (-2.9754, -2.1312, 1.3444)  -0.227
C (-1.8639, -2.9494, 1.5878)  -0.229
C (-0.9127, -2.5478, 2.5271)  -0.247
C (-1.0896, -1.3461, 3.2421)  -0.178
C (-2.2399, -0.5670, 3.0503)  -0.234
C (-3.1719, -0.9526, 2.0870)  -0.229
H (-3.7236, -2.4419, 0.6274)  0.263
H (-1.7465, -3.8826, 1.0549)  0.265
H (-0.0529, -3.1719, 2.7298)  0.260
H (-0.3607, -1.0516, 3.9856)  0.253
H (-2.4045, 0.3171, 3.6505)  0.265
H (-4.0655, -0.3640, 1.9300)  0.264
N (0.7552, 0.9048, -0.7994)  -1.257
P (-0.6933, 0.1183, -1.2095)  1.387
C (-0.3811, -0.7815, -2.7161)  -0.380
C (0.7664, -1.5742, -2.8156)  -0.200
C (1.0541, -2.2073, -4.0099)  -0.196
C (0.1958, -2.0644, -5.0959)  -0.145
C (-0.9525, -1.2935, -4.9906)  -0.181
C (-1.2522, -0.6523, -3.7981)  -0.196
C (-1.9783, 1.3290, -1.4944)  -0.363
C (-3.3133, 0.9515, -1.3524)  -0.214
C (-4.3172, 1.8728, -1.6015)  -0.197
C (-3.9879, 3.1696, -1.9766)  -0.159
C (-2.6585, 3.5472, -2.1106)  -0.176
C (-1.6476, 2.6284, -1.8738)  -0.215
P (1.0885, 0.1624, 0.6822)  1.460
C (2.5825, -0.7931, 0.5796)  -0.498
C (2.5664, -2.1858, 0.5930)  -0.128
C (3.7544, -2.8838, 0.4380)  -0.203
C (4.9435, -2.1899, 0.2604)  -0.149
C (4.9580, -0.7992, 0.2423)  -0.187
C (3.7801, -0.0913, 0.4067)  -0.176
C (1.2607, 1.4159, 1.9435)  -0.386
C (2.1064, 1.2083, 3.0335)  -0.201
C (2.1557, 2.1509, 4.0494)  -0.198
C (1.3651, 3.2898, 3.9772)  -0.152
C (0.5197, 3.4944, 2.8915)  -0.184
C (0.4573, 2.5567, 1.8761)  -0.211
H (1.4611, 1.1513, -1.4853)  0.444
H (1.4367, -1.6906, -1.9706)  0.216
H (1.9457, -2.8129, -4.0989)  0.239
H (0.4271, -2.5588, -6.0298)  0.243
H (-1.6149, -1.1853, -5.8383)  0.242
H (-2.1430, -0.0436, -3.7215)  0.235
H (-3.5710, -0.0630, -1.0671)  0.213
H (-5.3545, 1.5820, -1.5064)  0.239
H (-4.7725, 3.8894, -2.1671)  0.243
H (-2.4086, 4.5573, -2.4055)  0.241
H (-0.6117, 2.9253, -1.9836)  0.228
H (1.6317, -2.7199, 0.7200)  0.211
H (3.7530, -3.9651, 0.4547)  0.240
H (5.8698, -2.7351, 0.1381)  0.245
H (5.8901, -0.2675, 0.1084)  0.246
H (3.7966, 0.9927, 0.4144)  0.233
H (2.7341, 0.3266, 3.0857)  0.231
H (2.8197, 2.0018, 4.8898)  0.243
H (1.4114, 4.0269, 4.7677)  0.243
H (-0.0847, 4.3895, 2.8365)  0.239
H (-0.1968, 2.7176, 1.0270)  0.228

Properties
- charge = +2
- molar mass (g/mol) = 569.9
- E_tot (eV) = -55083.608
- E_HOMO (Ha) = -0.5401
- Kohn-Sham gap (hartree) = 0.27944
- 2S+1 = 1

Number 1: F_max 3.8 eV/A. Number 2: F_max 3.0 eV/A. Number 3: F_max 1.0 eV/A.